(1)
Below is a molecular structure, C18H46F6HgN2O20S3Zn in a non-equilibrium geometry, with properties calculated with ωB97M-V/def2-TZVPD.

- LUMO (eV) = -1.57
- Kohn-Sham gap (eV) = 7.65
- calculated total energy (hartree) = -6054.30052

```
97
Properties=species:S:1:pos:R:3:mulliken_charge:R:1
Hg 2.9531 0.9976 1.2604 1.223
Zn -0.5520 -2.6061 -0.0285 1.647
S 0.1391 -0.1682 -0.7798 -0.178
O -0.4596 0.5812 -1.8939 0.548
O -0.9242 -0.5854 0.1937 -0.623
O 0.7521 -1.4802 -1.1691 -1.104
O 1.1624 0.6278 -0.0971 0.713
C 0.7171 -1.7393 4.2855 0.451
F 0.4600 -2.8472 4.9588 -0.218
F -0.4362 -1.1409 4.0453 -0.197
F 1.4744 -0.9477 5.0308 -0.244
S 1.5476 -2.1438 2.7127 0.994
O 2.4119 -3.2066 3.0404 -0.626
O 0.4748 -2.4840 1.8026 -0.650
O 2.2346 -0.8930 2.3803 -0.840
C -0.4714 -6.7275 -0.9019 0.585
F -1.7162 -6.2472 -0.6976 -0.244
F -0.4589 -7.9735 -0.5433 -0.222
F -0.2457 -6.6443 -2.2006 -0.251
S 0.7340 -5.7214 0.0447 1.139
O 0.2476 -4.3898 -0.2362 -0.759
O 0.5663 -6.1542 1.3912 -0.703
O 1.9720 -6.0124 -0.5819 -0.697
C -3.4728 -3.0478 -0.0315 -0.368
C -3.0820 -3.2622 -1.5066 -0.596
O -1.7282 -2.8978 -1.7783 -0.040
O -2.3253 -3.1808 0.8415 -0.147
H -4.1529 -3.8660 0.2124 0.443
H -3.9873 -2.0933 0.0915 0.264
H -3.7721 -2.7036 -2.1411 0.453
H -3.1995 -4.3238 -1.7438 0.405
H -1.5513 -2.8933 -2.7238 0.201
H -2.6298 -3.1888 1.7547 0.210
C 0.9643 1.5350 -5.0330 -0.232
C -0.0892 0.5487 -5.4796 -0.447
O -0.1622 -0.5929 -4.6025 -0.607
O 0.5588 2.2823 -3.8753 -0.632
H 1.1697 2.2750 -5.8149 0.405
H 1.9230 1.0218 -4.8691 0.064
H 0.1420 0.1755 -6.4785 0.405
H -1.0663 1.0475 -5.4892 0.215
H -0.3994 -0.3092 -3.7087 0.167
H 0.1588 1.6691 -3.2318 0.133
C -3.5937 2.4911 -2.2416 -0.580
C -2.3899 3.2918 -1.8383 -0.420
O -1.7786 2.7407 -0.6507 -0.549
O -3.2531 1.1994 -2.7242 -0.633
H -4.0776 2.9779 -3.0920 0.445
H -4.2865 2.4035 -1.4000 0.249
H -2.7141 4.3034 -1.5700 0.440
H -1.6695 3.3544 -2.6593 0.230
H -1.1522 2.0502 -0.9480 -0.380
H -2.4189 0.9172 -2.3204 0.251
C 1.2451 3.5321 2.1085 -0.630
C 1.5235 3.7371 0.6462 -0.333
O 2.8881 3.2358 0.3684 -0.461
O 1.1805 2.1395 2.4222 -0.576
H 0.3208 4.0468 2.3773 0.366
H 2.0451 3.9677 2.7168 0.406
H 1.5239 4.8183 0.4582 0.649
H 0.7793 3.2408 0.0248 0.176
H 3.2753 3.7802 -0.3217 0.246
H 0.1870 1.9027 2.4034 0.340
C 3.7404 0.2529 -2.2534 -1.347
C 4.5298 -0.5160 -1.2075 0.489
C 5.6578 0.2831 -0.6072 -1.023
O 5.0930 1.3998 0.0707 -0.174
C 6.0333 2.2421 0.6794 -0.877
N 3.6627 -1.0159 -0.0856 -0.296
H 2.8941 -0.3449 -2.5993 0.262
H 4.3688 0.5246 -3.0963 0.585
H 3.2852 1.1490 -1.8190 0.067
H 4.9718 -1.3770 -1.7258 0.471
H 6.3876 0.6258 -1.3467 0.435
H 6.1659 -0.3527 0.1341 0.472
H 6.5108 1.7436 1.5335 0.311
H 5.5210 3.1233 1.0560 0.243
H 6.8063 2.5309 -0.0372 0.285
H 3.9649 -1.9637 0.1421 0.322
H 2.7469 -1.1558 -0.5323 -0.233
C -3.8406 1.1919 1.3309 -0.869
C -2.8388 1.8672 2.2534 0.179
C -2.9166 1.3397 3.6690 -0.703
O -4.2378 1.4945 4.1297 -0.361
C -4.3986 1.0227 5.4239 -0.772
N -1.4425 1.6785 1.7449 0.114
H -4.8617 1.4965 1.5834 0.552
H -3.7476 0.1045 1.3402 0.119
H -3.6931 1.5331 0.3021 -0.251
H -3.0169 2.9478 2.2590 0.538
H -2.1799 1.8198 4.3255 0.476
H -2.7027 0.2589 3.6041 0.212
H -5.4350 1.1849 5.6781 0.272
H -3.7533 1.5886 6.1176 0.302
H -4.0579 -0.0181 5.4950 0.297
H -1.4113 2.2048 0.8639 0.787
H -1.3216 0.7160 1.4054 -0.159
```

---

(2)
Below is 13 unconnected molecules or ions with the total composition F6H24O12P in a non-equilibrium geometry, with properties calculated with ωB97M-V/def2-TZVPD.

- energy above the lowest of the compared OMol25 structures with the same formula, charge and spin (kJ/mol) = 129.3
- LUMO (alpha / beta) (eV) = -0.20 / -8.31
- 2S+1 = 2
- Kohn-Sham gap (alpha / beta) (eV) = 10.66 / 2.47
- calculated total energy (hartree) = -1857.83939

```
43
Properties=species:S:1:pos:R:3:mulliken_charge:R:1
P -0.4537 17.8682 -22.6965 1.716
F 0.4459 18.1373 -21.3970 -0.256
F 0.5592 16.6375 -22.9695 -0.347
F -1.2902 16.8616 -21.7605 -0.560
F -1.4268 17.3960 -23.9882 -0.558
F -1.5550 19.0153 -22.2430 -0.435
F 0.3947 18.9800 -23.5778 -0.392
O 3.7810 19.6000 -21.3049 -0.610
H 3.2253 18.8391 -21.1362 0.315
H 4.0841 19.8726 -20.4389 0.308
O 0.4017 18.0262 -26.0294 -0.704
H 0.7261 18.9092 -26.2063 0.304
H 0.0449 18.0748 -25.1425 0.309
O -3.6432 16.6044 -23.0841 -0.621
H -3.8101 16.8465 -23.9950 0.300
H -2.7693 16.9491 -22.9005 0.489
O -0.4440 13.5908 -21.2590 -0.635
H -0.4690 14.3485 -20.6746 0.321
H -1.3525 13.2926 -21.3043 0.340
O 2.4671 15.9507 -24.8842 -0.518
H 1.9169 16.4484 -25.4891 0.383
H 2.1479 16.1928 -24.0149 0.403
O -1.1347 21.1152 -25.4176 -0.567
H -1.5133 20.2391 -25.4904 0.287
H -0.3161 21.0647 -25.9111 0.285
O -2.5093 17.9494 -19.7984 -0.647
H -2.3032 17.8533 -20.7282 0.271
H -1.8606 18.5729 -19.4719 0.544
O 0.9897 21.4241 -22.4289 -0.625
H 0.8174 20.6693 -22.9917 0.406
H 1.0533 21.0566 -21.5474 0.265
O -1.1209 15.3766 -18.6124 -0.659
H -1.7307 14.6425 -18.5389 0.314
H -1.6269 16.0669 -19.0410 0.383
O -0.6809 19.8841 -19.4283 -0.715
H -0.4747 19.6036 -20.3199 0.227
H 0.0708 20.4144 -19.1637 0.334
O -3.0087 18.9337 -26.7203 -0.597
H -3.1596 18.1226 -26.2348 0.285
H -2.9233 18.6553 -27.6321 0.317
O -1.1292 14.2220 -24.1741 -0.456
H -1.1745 15.1112 -23.8225 0.424
H -0.5449 13.7567 -23.5755 0.374
```

---

(3)
Below is a single C3H3FN2O2 molecule, with properties calculated with ωB97M-V/def2-TZVPD.

- energy above the lowest of the compared OMol25 structures with the same formula, charge and spin (kJ/mol) = 314.2
- LUMO (eV) = 0.43
- Kohn-Sham gap (eV) = 10.15
- calculated total energy (hartree) = -475.88949
- SMILES = Nn1cc(F)c(=O)o1

```
11
Properties=species:S:1:pos:R:3:mulliken_charge:R:1
C 0.1250 -1.0237 -0.2746 -0.535
C 1.3390 -0.5332 -0.0950 0.558
C 1.2754 0.9433 -0.0940 0.475
H -2.6209 0.6288 -0.0790 0.279
H -1.7347 0.2129 1.2412 0.258
H -0.2467 -2.0545 -0.2976 0.375
N -1.9303 -0.0333 0.2755 -0.578
N -0.7880 0.0197 -0.5033 0.262
O 2.1317 1.7756 0.0277 -0.550
O -0.0434 1.2363 -0.2619 -0.275
F 2.4929 -1.1719 0.0610 -0.269
```

---

(4)
Below is a single C3H7N3O2 molecule in a non-equilibrium geometry, with properties calculated with ωB97M-V/def2-TZVPD.

- energy above the lowest of the compared OMol25 structures with the same formula, charge and spin (kJ/mol) = 364.3
- LUMO (eV) = 0.62
- Kohn-Sham gap (eV) = 9.53
- calculated total energy (hartree) = -433.18401
- SMILES = C/N=C(\NN)C(=O)O

```
15
Properties=species:S:1:pos:R:3:mulliken_charge:R:1
C 0.9497 1.9560 -0.4109 -0.756
C 0.0420 -0.3652 -0.3377 0.480
C -0.6988 -1.4434 -0.9870 0.254
H 0.2515 2.7817 -0.5379 0.277
H 1.3366 1.9152 0.6305 0.276
H 1.6515 2.2327 -1.1412 0.291
H 1.1772 0.1290 1.2964 0.335
H -0.1765 -1.4281 2.7951 0.195
H -1.0792 -0.1187 2.1940 0.180
H -1.6991 -1.5521 -2.7949 0.353
N 0.1544 0.7732 -0.8740 -0.354
N 0.5034 -0.5823 1.0193 -0.103
N -0.4180 -0.8308 1.9687 -0.516
O -1.0424 -0.9778 -2.2929 -0.452
O -0.9523 -2.4893 -0.5276 -0.461
```

---

Look up the calculated total energy of the fourth one. -433.18401 hartree